1.
{
  "formula": "C4H14NO3",
  "method": "ωB97M-V/def2-TZVPD",
  "elements": ["C", "N", "C", "C", "C", "O", "H", "H", "H", "H", "H", "H", "H", "H", "H", "H", "H", "H", "O", "H", "H", "O"],
  "coordinates": [[1.1965, 1.5516, -0.0321], [-0.2403, 1.3445, 0.1272], [-0.7221, 0.0184, -0.0672], [-1.7166, -0.5366, 0.9707], [-2.6249, -1.5400, 0.1931], [-2.9291, 1.0170, -1.4334], [1.6411, 0.7485, -0.6292], [1.7927, 1.3587, 0.8568], [1.3740, 2.4294, -0.6508], [-0.8122, 2.0538, -0.3028], [0.1031, -0.6684, -0.2523], [-1.4790, 0.3622, -0.8799], [-1.1177, -1.0167, 1.7517], [-2.3686, 0.2647, 1.3082], [-1.9867, -2.1678, -0.4327], [-3.2596, -2.0823, 0.8879], [3.0574, -0.5076, -0.0769], [-3.1110, -0.8696, -0.5253], [2.4135, -1.4189, -0.1729], [2.5079, -1.5897, -1.1163], [4.5868, 0.5722, 0.4082], [3.6948, 0.6768, 0.0681]],
  "atomic_forces_ev_per_a": [[-0.2089, -0.8400, -1.1220], [0.8685, -0.9362, 0.0557], [-0.3859, 2.1156, 1.9875], [-0.2118, -0.7349, -1.4071], [1.2109, 1.1139, 0.2728], [2.1102, -0.7722, 0.7233], [-0.4496, -0.0234, -0.1958], [-0.1289, 0.9381, 0.2769], [0.2831, 0.4094, 0.7760], [-0.2997, 0.0342, 0.3753], [-0.0820, -0.1219, -0.5860], [-2.1078, -0.0796, -1.9815], [-0.2135, 0.2012, 0.1122], [0.2836, 0.0957, 0.4274], [-0.1322, -0.5099, 0.3200], [-0.2340, -0.1670, -0.3477], [0.0072, -0.0920, 0.4343], [-0.7220, -0.4422, 0.2584], [0.1271, 0.2061, -0.3467], [-0.0724, -0.2098, 0.0490], [0.0093, -0.1288, -0.0559], [0.3487, -0.0562, -0.0263]],
  "lowdin_charge": [-0.11, -0.04, -0.19, -0.22, -0.12, -0.36, 0.05, 0.07, 0.09, 0.10, 0.11, 0.08, 0.11, 0.10, 0.07, 0.06, -0.06, 0.02, -0.25, -0.02, -0.08, -0.41],
  "energy_ha": -441.04320,
  "multiplicity": 1,
  "charge": -1,
  "largest_force_ev_per_a": 2.93,
  "de_lowest_kcal_mol": 172.9,
  "gap_ev": 5.18
}

2.
{
  "formula": "C42H41N6O3P2S5Sr",
  "method": "ωB97M-V/def2-TZVPD",
  "elements": ["Sr", "C", "S", "C", "S", "N", "N", "C", "C", "C", "C", "C", "C", "N", "H", "H", "H", "H", "H", "H", "H", "H", "C", "S", "C", "C", "C", "N", "P", "C", "C", "C", "C", "C", "C", "C", "C", "C", "C", "C", "C", "P", "C", "C", "C", "C", "C", "C", "C", "C", "C", "C", "C", "C", "H", "H", "H", "H", "H", "H", "H", "H", "H", "H", "H", "H", "H", "H", "H", "H", "H", "H", "H", "H", "H", "H", "H", "H", "H", "H", "H", "H", "H", "O", "S", "O", "O", "S", "N", "C", "C", "C", "C", "N", "C", "C", "H", "H", "H", "H"],
  "coordinates": [[-0.8933, 0.1934, 0.2388], [1.6892, 0.0762, -5.1830], [2.4468, -0.4876, -3.6006], [1.3379, 0.1736, -2.5277], [1.5045, -0.4795, -0.8808], [0.4344, 1.0418, -2.8609], [-0.2947, 1.3845, -1.7766], [-1.3029, 2.1887, -1.8010], [-1.8115, 2.4834, -0.4761], [-3.0066, 3.2658, -0.2694], [-3.3584, 3.5786, 0.9775], [-2.7009, 2.8755, 2.0870], [-1.4309, 2.0955, 1.7212], [-0.9256, 2.2557, 0.4418], [2.1995, -0.4308, -5.9879], [1.7998, 1.1473, -5.2710], [0.6435, -0.1976, -5.1293], [-1.7228, 2.6170, -2.7108], [-3.5665, 3.5639, -1.1424], [-4.2318, 4.1777, 1.2053], [-2.6073, 3.4616, 3.0092], [-0.6624, 2.1926, 2.4881], [2.8066, -1.6585, 8.4997], [1.3834, -2.7864, 8.5072], [1.3449, -3.2083, 6.7370], [0.8522, -2.0825, 5.8475], [1.0723, -2.4392, 4.3704], [0.7712, -1.3126, 3.5030], [2.0086, -0.6835, 2.4789], [3.5576, -0.8499, 3.4746], [4.5707, -1.4760, 2.7528], [5.8085, -1.6897, 3.3304], [6.0423, -1.2881, 4.6338], [5.0454, -0.6504, 5.3510], [3.8100, -0.4175, 4.7708], [1.7619, 1.1125, 2.7331], [1.2752, 1.6651, 3.9109], [1.1843, 3.0407, 4.0432], [1.5894, 3.8615, 3.0035], [2.0583, 3.3098, 1.8196], [2.1377, 1.9345, 1.6705], [-0.5003, -1.3960, 2.1985], [-1.5592, -0.1240, 2.7345], [-2.1516, 0.8164, 1.8561], [-3.4063, 1.5132, 2.3071], [-3.7806, 1.3313, 3.7131], [-2.9758, 0.6677, 4.5466], [-1.8882, -0.1171, 4.0370], [-1.3476, -2.9368, 2.5669], [-0.7302, -4.0448, 1.9883], [-1.3504, -5.2757, 2.0503], [-2.6040, -5.3875, 2.6365], [-3.2259, -4.2744, 3.1741], [-2.5964, -3.0408, 3.1500], [3.0070, -1.3974, 9.5327], [2.5685, -0.7622, 7.9354], [3.6645, -2.1619, 8.0616], [0.6878, -4.0740, 6.6657], [2.3573, -3.5091, 6.4625], [1.3957, -1.1606, 6.0603], [-0.2042, -1.9030, 6.0541], [0.4546, -3.3120, 4.1238], [2.1234, -2.7305, 4.2491], [4.3444, -1.7510, 1.7306], [6.5973, -2.1557, 2.7620], [7.0057, -1.4589, 5.0910], [5.2434, -0.3146, 6.3588], [3.0593, 0.1265, 5.3254], [0.9023, 1.0180, 4.6943], [0.7797, 3.4694, 4.9507], [1.5032, 4.9334, 3.1051], [2.3482, 3.9533, 1.0035], [2.4342, 1.4618, 0.7245], [-2.3853, 0.4513, 0.9167], [-4.2625, 1.3448, 1.6064], [-4.6853, 1.8331, 4.0369], [-3.1973, 0.5927, 5.6061], [-1.4014, -0.8179, 4.7035], [0.2097, -3.8794, 1.4616], [-0.8769, -6.1511, 1.6281], [-3.1231, -6.3373, 2.6428], [-4.2172, -4.3641, 3.5958], [-3.1061, -2.1557, 3.5166], [-4.2483, -1.9969, -0.1519], [-3.3820, -1.0851, 0.5878], [-1.9615, -1.5479, 0.4380], [-3.8179, -0.9008, 1.9612], [-3.5125, 0.5510, -0.6196], [-4.6817, -5.2649, -2.0310], [-3.8872, -4.4398, -2.0986], [-2.8897, -3.4471, -2.2371], [-1.5785, -3.6794, -1.8165], [-0.6439, -2.6618, -1.9523], [-0.9392, -1.4793, -2.5056], [-2.1761, -1.2980, -2.9674], [-3.1931, -2.2313, -2.8460], [-1.3184, -4.6265, -1.3703], [0.3961, -2.7433, -1.6112], [-2.3485, -0.3435, -3.4521], [-4.2009, -2.0306, -3.1791]],
  "atomic_forces_ev_per_a": [[11.3343, -3.2173, -8.5532], [0.4123, -0.1561, 0.7862], [0.3341, -0.2273, -1.6606], [-0.5271, -0.4507, 3.1061], [2.0593, -0.0574, -1.4129], [-0.6486, 0.9922, -0.9173], [-0.3449, 1.0611, -0.7002], [1.2069, -0.4932, -1.5400], [1.0553, 1.6949, -0.2955], [-0.7614, 0.6041, 0.4082], [-0.0490, 0.2790, -0.5391], [-0.3714, 0.7162, 0.6647], [0.6203, 3.0053, 1.8427], [0.0804, 4.9162, -0.6476], [0.1179, -0.1662, -0.2214], [-0.0736, 0.1961, -0.0992], [-0.1527, 0.0196, -0.1729], [-0.0433, 0.0034, -0.0242], [-0.0710, 0.1729, -0.0587], [0.0167, 0.1122, -0.1131], [-0.0416, 0.0144, -0.2311], [0.0560, 0.1894, -0.2048], [-0.4505, -0.2899, -0.1330], [0.1190, 0.0173, -0.0548], [0.0148, 0.2259, 0.4541], [0.1543, -0.2584, -0.2340], [-0.1085, 0.0577, 0.5251], [-0.6980, -0.3749, -1.0291], [0.9124, 0.1775, 0.2272], [-0.1996, -0.0688, -0.2717], [-0.1839, 0.1524, 0.1914], [0.2428, -0.0356, -0.0554], [0.1170, -0.0952, -0.0396], [-0.1011, 0.1208, 0.1191], [0.0783, 0.0057, 0.0488], [0.0907, -0.1421, -0.2560], [-0.1213, 0.1636, 0.0535], [0.0010, -0.1488, 0.2194], [0.0149, 0.0651, -0.2071], [0.0334, 0.1440, -0.0131], [-0.0266, -0.2432, -0.0335], [2.6826, -2.5949, 2.4095], [-0.2385, -0.8782, 3.3844], [-3.5139, 1.7635, 4.4902], [-1.3721, 0.5338, 0.3987], [0.0144, 0.0762, 0.3593], [-0.6403, 0.2665, 0.5870], [0.5128, -0.0297, -0.3232], [0.1538, -0.1661, -0.2459], [-0.1041, 0.1381, 0.1052], [0.0914, -0.2797, -0.0774], [-0.1221, -0.0638, 0.0043], [-0.0485, -0.1067, 0.1072], [-0.0230, -0.0667, 0.3832], [0.0898, 0.0556, 0.0982], [0.0945, 0.1335, -0.0200], [0.1286, 0.0338, 0.0143], [0.0420, -0.1005, -0.0674], [0.0048, -0.1034, -0.0901], [-0.0398, 0.0186, 0.0346], [-0.0048, 0.0584, -0.0437], [0.1795, 0.1282, 0.0150], [-0.1140, -0.1157, 0.0064], [0.1815, -0.1697, -0.0532], [0.1265, -0.1112, -0.0867], [0.1132, -0.0237, 0.0237], [-0.0110, 0.0371, 0.1184], [-0.1196, 0.0212, 0.0161], [0.0376, -0.0994, 0.0422], [-0.0030, 0.0398, 0.0521], [0.0288, 0.1213, -0.0156], [-0.0128, 0.0973, -0.1218], [-0.0272, 0.3208, 0.3686], [-3.4439, 1.3352, 1.6945], [0.6850, 0.2659, 0.6302], [0.0030, -0.0521, 0.2208], [-0.0842, 0.0453, -0.0404], [-0.0059, 0.0967, 0.0261], [-0.0702, -0.2807, 0.1044], [0.0303, -0.0473, -0.0945], [0.0685, -0.0582, 0.0011], [-0.0633, 0.0099, 0.0157], [0.1655, -0.3395, 0.0295], [0.2514, -0.0936, 0.7179], [-4.7348, -3.7973, -2.6975], [-3.0283, -3.2009, 1.0362], [-0.1329, -0.3647, -0.7651], [-1.4968, -0.3419, -1.2631], [-0.1539, -0.1769, 0.0186], [-0.4432, -0.5023, 0.1179], [1.0181, 0.8812, -0.3442], [-0.1062, 0.0709, -0.0280], [0.0012, 0.1065, -0.2268], [-0.3852, -0.7635, -0.1158], [0.1215, -0.0447, 0.0074], [0.1385, -0.2706, 0.0223], [0.0714, -0.0505, 0.0915], [-0.4959, -0.1614, -0.0351], [-0.1263, 0.0140, 0.0573], [0.0310, 0.1043, 0.0181]],
  "lowdin_charge": [1.23, -0.37, 0.84, -1.14, 0.45, -0.06, -0.15, -0.12, -0.45, -0.10, -0.03, -0.14, -0.28, -0.10, 0.02, 0.02, 0.02, 0.13, 0.11, 0.12, 0.15, 0.14, -0.42, 0.77, -0.51, -0.26, -0.28, -0.41, 0.95, -0.35, -0.11, -0.09, -0.10, -0.09, -0.09, -0.36, -0.12, -0.10, -0.09, -0.08, -0.11, 0.92, -0.37, -0.59, -0.22, -0.02, -0.05, -0.07, -0.34, -0.11, -0.09, -0.09, -0.06, -0.07, 0.02, 0.02, 0.03, 0.07, 0.08, 0.07, 0.10, 0.10, 0.10, 0.09, 0.10, 0.10, 0.10, 0.09, 0.10, 0.10, 0.10, 0.10, 0.06, -0.17, 0.13, 0.12, 0.10, 0.09, 0.12, 0.10, 0.10, 0.11, 0.10, -0.36, 0.24, -0.68, -0.32, 0.65, 0.16, -0.19, -0.24, 0.00, -0.16, 0.05, -0.16, -0.03, 0.11, 0.07, 0.10, 0.12],
  "energy_ha": -4883.43380,
  "multiplicity": 1,
  "charge": -1,
  "largest_force_ev_per_a": 14.56,
  "de_lowest_kcal_mol": 306.0,
  "gap_ev": 6.87
}

How do the records compare in HOMO energy? In the order shown, they have -4.5 -5.0 eV.